# 1
55
Properties=species:S:1:pos:R:3:forces:R:3 method="wB97M-V/def2-TZVPD" lumo_energy_ev=0.6 de_lowest_kj_mol=264.76 total_energy_ha=-1637.9149 homo_energy_ev=-7.8335 orbital_gap_ha=0.30969 smiles="CN(CCCNC(=O)[C@H]1CCCN(S(=O)(=O)c2cnc[nH]2)C1)c1ccccc1" multiplicity=1 fmax_ev_per_a=1.02
S -3.071981 0.063437 0.839962 -0.171 -0.406 -0.721
O -1.874200 -0.166116 1.596047 0.045 -0.060 -0.228
O -4.292529 0.317613 1.552198 -0.130 0.161 -0.110
O 1.070781 2.866841 -1.696027 0.075 0.413 -0.233
N -3.556409 -3.077421 -1.573614 0.035 -0.427 -0.351
N 3.395949 -0.652968 1.045068 0.034 0.066 0.194
N -4.723983 -1.644931 -0.388022 -0.226 0.101 0.048
N -2.899451 1.254856 -0.319228 -0.319 -0.715 0.658
N 1.486477 0.780528 -0.944965 0.140 -0.394 0.021
C 1.163036 -1.575647 1.305994 0.144 0.159 0.096
C 1.798253 -3.665672 -0.374769 -0.002 0.034 -0.037
C 2.738810 -2.693127 -0.105034 0.123 -0.002 -0.137
C -0.502959 1.885142 -0.153870 0.041 0.371 -0.283
C 2.447023 -1.612853 0.740447 -0.126 -0.276 0.168
C -2.699937 -2.238901 -0.944727 0.184 0.353 0.345
C -1.617011 1.231364 -0.986774 0.543 -0.244 -0.076
C -4.758108 -2.704009 -1.222535 -0.092 0.110 0.056
C 0.230514 -2.560079 1.035976 -0.065 -0.208 -0.122
C -3.321656 2.580880 0.091378 -0.294 0.425 0.572
C 4.391059 -0.242671 0.083313 0.178 0.298 -0.329
C 0.532776 -3.609683 0.187391 -0.146 -0.050 0.070
C 2.723480 0.622952 -1.676708 0.225 0.253 -0.055
C -3.406754 -1.334573 -0.193344 0.236 0.345 0.397
C -0.932253 3.298341 0.244571 0.021 -0.165 0.153
C 3.963202 0.922770 -0.824784 -0.091 -0.344 -0.003
C 0.765481 1.917904 -1.002491 -0.354 -0.287 0.444
C 3.116299 0.315402 2.078025 -0.065 -0.063 0.041
C -2.272834 3.254687 0.972466 0.010 0.048 -0.260
H -5.473293 -1.153885 0.075094 -0.082 -0.110 -0.069
H 2.061496 -4.484211 -1.029260 0.036 -0.057 -0.046
H -5.661826 -3.175350 -1.552241 -0.269 -0.028 0.016
H -1.009551 3.908242 -0.658188 0.053 0.041 0.011
H -0.745818 -2.478822 1.489428 -0.082 -0.015 0.035
H -0.197901 -4.374298 -0.027471 -0.077 -0.073 -0.015
H 2.384474 1.076093 1.778140 -0.037 0.029 0.027
H -2.172635 2.677926 1.895127 -0.039 0.080 0.102
H 4.046768 0.820718 2.336453 -0.020 0.028 0.003
H 1.195830 0.028767 -0.333840 -0.111 0.149 -0.050
H 2.748155 -0.194198 2.968250 -0.024 0.059 0.036
H 2.771921 -0.393074 -2.076640 -0.006 0.050 -0.048
H -1.639562 -2.342707 -1.053980 0.253 0.070 0.031
H 5.289942 0.058182 0.633668 -0.028 -0.112 -0.064
H -0.168843 3.746742 0.883053 0.021 0.051 -0.072
H 4.661445 -1.089942 -0.544840 0.069 0.037 0.058
H 0.865763 -0.778539 1.967601 0.037 0.155 0.077
H -4.262307 2.455597 0.628395 -0.013 0.228 -0.132
H 3.765814 1.815450 -0.229860 0.044 0.098 -0.017
H 4.797983 1.145642 -1.490838 0.079 0.062 -0.004
H -2.600462 4.263330 1.227744 -0.024 -0.007 0.064
H -1.379982 0.185288 -1.192066 0.134 0.064 -0.223
H 3.719031 -2.795619 -0.544167 0.062 0.015 -0.010
H -3.497446 3.166845 -0.816089 -0.013 -0.085 0.014
H -0.348291 1.277163 0.741256 0.083 0.047 -0.105
H -1.724591 1.763712 -1.937470 -0.006 -0.089 0.025
H 2.680810 1.336862 -2.503194 0.008 -0.185 0.035

=====

# 2
23
Properties=species:S:1:pos:R:3:forces:R:3 method="wB97M-V/def2-TZVPD" lumo_energy_ev=0.6 de_lowest_kj_mol=129.99 total_energy_ha=-387.6733 homo_energy_ev=-11.3854 orbital_gap_ha=0.44030 smiles=CCCC.O.O.O multiplicity=1 fmax_ev_per_a=6.05
O 1.239701 -0.402533 3.683662 -5.043 0.718 -3.026
O -1.152264 2.341620 -1.618639 -0.288 -0.991 1.103
O -3.515180 0.413552 0.735885 -0.273 -0.248 0.063
C 0.132517 -0.988608 -0.160657 1.187 0.138 -1.872
C 1.314070 -0.184712 -0.845826 -1.623 1.318 2.749
C 1.615285 1.064628 0.101760 -0.719 -0.419 -1.442
C -0.742443 -1.821970 -1.146736 0.674 0.725 0.286
H -0.275711 -2.121594 -2.094238 0.444 -0.152 0.551
H -3.541770 0.420589 -0.222597 -0.010 0.078 -0.177
H -1.127391 -2.665822 -0.616047 -0.289 -0.745 0.048
H 1.269497 -0.936140 2.877480 -0.237 0.200 0.173
H 0.757020 1.228955 0.754247 -0.365 0.643 -0.521
H 0.572340 -1.607422 0.607580 -0.024 -0.364 0.291
H -0.442653 -0.220914 0.336154 -0.574 -0.142 0.180
H 0.981913 0.127815 -1.800113 -0.320 0.528 -1.114
H -0.649476 1.599053 -1.217754 -0.263 0.868 -0.601
H -1.585215 -1.250165 -1.484205 -0.586 0.484 0.030
H 1.932430 1.974997 -0.453991 -0.303 -0.590 0.539
H 2.314516 0.834852 0.858077 1.454 -0.395 0.484
H -0.643425 2.684388 -2.341080 0.549 0.085 -0.481
H -2.669941 0.796552 0.961123 0.284 0.215 0.100
H 2.202016 -0.729436 -0.977663 1.051 -1.039 -0.186
H 2.014155 -0.557682 4.063576 5.273 -0.915 2.824

=====

# 3
10
Properties=species:S:1:pos:R:3:forces:R:3 method="wB97M-V/def2-TZVPD" lumo_energy_ev="-1.7 / -1.7" de_lowest_kj_mol=768.06 total_energy_ha=-486.0646 homo_energy_ev="-8.2523 / -8.2167" orbital_gap_ha="0.24055 / 0.23936" multiplicity=1 fmax_ev_per_a=3.03
I 2.977105 0.649605 -1.860698 1.280 -0.370 -2.344
N 2.130776 0.909966 -0.250042 -0.964 0.426 2.411
N -0.323773 0.964949 -1.137183 -0.064 -0.357 0.623
C -0.840740 0.542381 0.037616 -2.453 0.828 1.582
C -0.355900 -0.929239 0.422536 0.050 -0.599 0.945
H -0.799772 -1.066932 1.448615 0.401 -0.022 -1.083
H -2.060370 0.557700 0.178397 2.195 -0.485 -0.657
H -0.870336 -1.600793 -0.269594 0.138 0.027 0.184
H 0.736502 -1.241026 0.483142 -1.307 1.197 -0.341
H -0.593492 1.213389 0.947212 0.724 -0.644 -1.320